ORCA calculation (the ωB97M-V functional and the def2-TZVPD basis) on a cluster of 2 separate species, C3H11NOS in total in a non-equilibrium geometry.

Geometry (Å):
H (0.24, 0.02, -0.96)
H (-2.79, -1.07, -0.17)
N (-0.51, 1.13, 0.11)
H (3.26, -0.51, -2.31)
H (-0.83, -1.56, 0.39)
H (-1.44, -1.49, 2.06)
H (0.42, 0.18, 1.70)
O (-2.66, -0.62, 0.67)
H (2.42, 1.05, -2.07)
S (0.96, -0.87, -1.79)
C (2.53, 0.03, -1.70)
H (-1.45, 1.33, -0.19)
C (-1.34, -0.94, 1.12)
C (-0.59, 0.34, 1.35)
H (2.92, 0.06, -0.68)
H (-1.07, 0.90, 2.15)
H (-0.06, 2.01, 0.30)

Calculated values
energy above the lowest of the compared OMol25 structures with the same formula, charge and spin = 18.5 kcal/mol
max |F| = 1.099 eV Å⁻¹
SMILES = NCCO.CS
M = 109.194 Da
orbital gap = 9.08 eV
total energy = -17661.6200 eV